{
  "formula": "C3F2LiMgO",
  "method": "ωB97M-V/def2-TZVPD",
  "elements": ["O", "Mg", "C", "F", "Li", "F", "C", "C"],
  "xyz": [[1.34063, -0.72009, -1.13602], [0.77113, -1.90560, 0.37186], [-0.33241, 0.58976, -0.11050], [-0.83330, 1.85717, -0.04809], [0.51182, 1.53977, -2.90483], [-1.38211, -0.00990, 1.86597], [-0.57361, -0.33936, 0.83531], [0.76843, 0.41486, -1.13713]],
  "nbo_charge": [-0.8537, 1.6403, 0.0671, -0.3274, 0.9313, -0.3247, -0.1538, 0.0209],
  "gap_ha": 0.252,
  "lumo_energy_ha": -0.2066,
  "charge": 1,
  "e_tot_ha": -596.60829,
  "homo_energy_ev": -12.469
}

{
  "formula": "C3F4O2",
  "method": "ωB97M-V/def2-TZVPD",
  "elements": ["F", "F", "C", "F", "F", "C", "O", "C", "O"],
  "xyz": [[2.61097, -0.65603, -0.89774], [-2.67548, 0.01800, 0.16162], [-0.48937, -0.71246, -0.57000], [-1.10348, 0.12665, 1.50399], [-1.23637, 1.56146, -0.07876], [-1.41814, 0.22908, 0.23138], [-0.63718, -1.74599, -1.04318], [2.18500, 0.20167, 0.01788], [2.76404, 0.97761, 0.67481]],
  "nbo_charge": [-0.3082, -0.2843, 0.4359, -0.3029, -0.3265, 0.8709, -0.3958, 0.7954, -0.4845],
  "gap_ha": [0.321, 0.433],
  "s2": 2.01,
  "lumo_energy_ha": [-0.0004, -0.0766],
  "multiplicity": 3,
  "charge": 0,
  "e_tot_ha": -664.11631,
  "homo_energy_ev": [-8.734, -13.872]
}